No. 1
DFT (wB97M-V/def2-TZVPD) results for C5H8S in the gas phase at a distorted geometry.

```
! RIJCOSX wB97M-V def2-TZVPD def2/J DEFGRID3
* xyz 0 1
C -0.43382 -0.96133 -0.46807
C -0.67174 -0.42369 1.10565
C 0.54321 0.50239 1.10417
S 1.10283 2.18249 1.11959
C 0.37784 1.13878 -0.21207
C 0.57794 0.07853 -1.18637
H -0.23841 -2.03508 -0.90059
H -1.40644 -0.67518 -0.84277
H -1.42482 0.25702 0.85897
H -0.62142 -1.19655 1.85401
H 1.38557 -0.08728 1.18274
H -0.71579 1.47110 -0.13286
H -0.00329 0.37782 -2.12568
H 1.52834 -0.62900 -1.35671
*
```

**Kohn-Sham gap**: 9.78 eV
**Energy above the lowest of the compared OMol25 structures with the same formula, charge and spin**: 406.2 kJ/mol
**Electronic energy**: -16145.42719 eV
**Structure (SMILES)**: C1C[C@@H]2S[C@H]2C1
**E_HOMO**: -8.73 eV

No. 2
DFT (wB97M-V/def2-TZVPD) results for C19H19ClFN5O in the gas phase at a distorted geometry.

```
! RIJCOSX wB97M-V def2-TZVPD def2/J DEFGRID3
* xyz 0 1
F 0.60883 3.00179 2.07362
C 0.04679 2.75226 0.86918
C -1.32713 2.60796 0.80270
C -1.91717 2.34828 -0.42052
C -1.13163 2.23018 -1.55482
C 0.24020 2.38399 -1.46907
C 0.85661 2.65887 -0.25388
C 2.36020 2.77672 -0.16524
C 2.89778 1.42058 -0.42972
N 3.37533 1.02224 -1.57455
O 3.60406 -0.31323 -1.41935
C 3.23168 -0.62672 -0.17292
C 3.24754 -2.05271 0.26957
N 1.94898 -2.67926 0.38152
C 1.15590 -2.38873 1.55642
C 0.28453 -1.12639 1.43825
N -0.52727 -1.21268 0.24555
C -1.84259 -0.89591 0.16597
C -2.63351 -0.55705 1.28403
C -3.96611 -0.27400 1.10078
C -4.49940 -0.32891 -0.18393
Cl -6.16946 0.03458 -0.46231
C -3.66080 -0.67309 -1.22824
N -2.38328 -0.94419 -1.05998
C 0.24419 -1.42887 -0.95983
C 1.12197 -2.67920 -0.80937
N 2.80500 0.41044 0.48190
H -1.91267 2.69839 1.70380
H -2.98747 2.23242 -0.48570
H -1.58955 2.01273 -2.50673
H 0.85637 2.29071 -2.35169
H 2.65679 3.10160 0.83175
H 2.73757 3.46676 -0.91964
H 3.83367 -2.61826 -0.46202
H 3.73731 -2.11413 1.24425
H 1.81528 -2.29560 2.41995
H 0.49877 -3.25256 1.70951
H -0.33904 -1.05543 2.32584
H 0.92886 -0.24040 1.39094
H -2.21961 -0.50774 2.27695
H -4.59313 -0.00894 1.93838
H -4.02323 -0.73323 -2.24547
H -0.45444 -1.55455 -1.78592
H 0.85791 -0.54245 -1.16173
H 1.75857 -2.79222 -1.68833
H 0.46683 -3.55405 -0.73989
*
```

**Kohn-Sham gap**: 8.45 eV
**Energy above the lowest of the compared OMol25 structures with the same formula, charge and spin**: 0.0 kJ/mol
**Electronic energy**: -44748.70888 eV
**Structure (SMILES)**: Fc1ccccc1Cc1noc(CN2CCN(c3ccc(Cl)cn3)CC2)n1
**E_HOMO**: -7.68 eV

No. 3
DFT (wB97M-V/def2-TZVPD) results for C8H6Br2F2S as an isolated structure at a distorted geometry.

```
! RIJCOSX wB97M-V def2-TZVPD def2/J DEFGRID3
* xyz 0 1
C 0.45588 -0.69377 -0.81725
C -0.15417 -1.45625 0.22942
C 0.00800 0.54521 -1.10378
C -1.32754 -1.06323 0.75916
C -1.09486 1.14373 -0.36981
C -1.99988 0.10304 0.20996
C 1.23267 1.52391 1.73471
C -3.34934 -0.00471 -0.02194
F 2.11801 0.84621 0.97097
F 0.56691 0.59722 2.45111
S 0.12935 2.58771 0.78606
Br -4.34335 1.39161 -0.82385
Br -4.38501 -1.48128 0.48270
H 1.30164 -1.11056 -1.33969
H 0.33314 -2.35309 0.57763
H 0.52276 1.17428 -1.81466
H -1.81695 -1.63440 1.53183
H -1.61487 1.95214 -0.87416
H 1.80014 2.16365 2.42714
*
```

**Kohn-Sham gap (spin up / spin down)**: 7.18 / 7.18 eV
**Energy above the lowest of the compared OMol25 structures with the same formula, charge and spin**: 0.0 kJ/mol
**Electronic energy**: -164746.05941 eV
**E_HOMO (spin up / spin down)**: -8.18 / -8.18 eV

No. 4
DFT (wB97M-V/def2-TZVPD) results for C28H29ClNO5S5SeTi as an isolated structure.

```
! RIJCOSX wB97M-V def2-TZVPD def2/J DEFGRID3
* xyz -1 3
Ti 0.80775 0.26269 0.09882
C -2.86289 -1.18873 0.83723
C -3.10766 -2.22316 -0.25669
S -1.65661 -2.46032 -1.31298
C -2.46774 -3.29922 -2.69523
C -1.66351 -3.15396 -3.98508
S -1.21354 -1.46000 -4.45565
C -2.80048 -0.62817 -4.22244
C -2.65695 0.88289 -4.33600
S -1.69156 1.70063 -3.03518
C -2.97287 2.04624 -1.80287
C -3.40902 0.87829 -0.91926
S -2.17849 0.41566 0.32951
H -2.13596 -1.54550 1.56574
H -3.79319 -1.02433 1.38318
H -3.93964 -1.91364 -0.89234
H -3.39129 -3.16357 0.21998
H -3.46799 -2.88370 -2.82699
H -2.58832 -4.36432 -2.48514
H -2.21183 -3.63459 -4.79766
H -0.70680 -3.66868 -3.88361
H -3.17193 -0.88177 -3.23311
H -3.51224 -0.98756 -4.97184
H -3.65171 1.33451 -4.35664
H -2.17005 1.14058 -5.27929
H -3.84246 2.44762 -2.32862
H -2.54977 2.84161 -1.18890
H -3.65005 0.01581 -1.53469
H -4.31639 1.17148 -0.38392
Cl 6.91704 2.13414 -3.48150
C 5.63462 1.67491 -2.39229
C 5.85045 1.74542 -1.00487
C 4.87068 1.38541 -0.12302
C 3.60042 0.93759 -0.56941
O 2.70526 0.58381 0.29149
C 3.40410 0.89280 -1.97862
C 2.14858 0.46345 -2.52196
O 1.13505 0.20298 -1.85860
C 4.43061 1.25252 -2.87045
H 6.80981 2.09269 -0.64282
H 5.02584 1.43810 0.94676
H 2.09034 0.34930 -3.61052
H 4.25044 1.19765 -3.93779
O -1.55617 -0.37254 3.83435
S -0.15331 -0.61092 3.57013
O 0.77013 0.21519 4.31207
N 0.14669 -0.57928 1.96911
C 0.59001 -1.82169 1.51810
O 0.90339 -1.79208 0.24985
C 0.64233 -2.83284 2.47657
C 1.00196 -4.20059 2.38917
C 0.92974 -4.97838 3.52128
C 0.51141 -4.45879 4.76480
C 0.16128 -3.11093 4.86700
C 0.23348 -2.32652 3.74406
H 1.32394 -4.61952 1.44419
H 1.20416 -6.02540 3.45566
H 0.46881 -5.10242 5.63336
H -0.15974 -2.68327 5.80961
Se 0.35602 2.87479 -0.25806
C 0.69991 3.73663 1.41799
C 0.97843 3.00827 2.57433
C 1.21191 3.65212 3.78169
C 1.17968 5.03831 3.85419
C 0.90515 5.77165 2.70721
C 0.66394 5.12811 1.50032
H 1.00150 1.92970 2.54979
H 1.40535 3.05088 4.66194
H 1.35957 5.54272 4.79646
H 0.87308 6.85457 2.74954
H 0.44732 5.70470 0.60854
*
```

**Kohn-Sham gap (spin up / spin down)**: 4.43 / 6.21 eV
**Energy above the lowest of the compared OMol25 structures with the same formula, charge and spin**: 53.5 kJ/mol
**Electronic energy**: -196399.06460 eV
**⟨S²⟩**: 2.028
**E_HOMO (spin up / spin down)**: -2.51 / -4.49 eV